Entry from the Open Molecules 2025 dataset: 2 unconnected molecules or ions with the total composition C11H24S in a non-equilibrium geometry (ωB97M-V with the def2-TZVPD basis set).

XYZ file:
```
36
C11H24S ωB97M-V with the def2-TZVPD basis set
S 1.06165 -0.01487 -0.10690
C 2.87173 1.38252 1.41985
C -2.81354 -1.64291 0.98494
C 1.85496 -1.71725 -0.59227
C 0.60949 0.69166 2.46496
C -3.28971 -0.26549 0.50516
C 1.12735 -2.28977 -1.81845
C -2.14059 1.98059 -0.25865
C 2.08602 0.81064 -1.42751
C -2.08429 -0.07391 -1.65217
C 1.47786 0.87513 1.28273
C -2.45344 0.52441 -0.48606
H -3.60438 -2.14723 1.69149
H -0.34341 0.15178 2.40426
H -3.43605 0.26874 1.36146
H 3.19582 0.81090 -1.25991
H 3.58892 0.47218 1.57429
H -1.80214 -1.65950 1.56273
H -2.28643 2.43563 -1.25259
H 3.25303 1.73763 0.38777
H -1.56762 0.49506 -2.39580
H -2.27661 -1.09063 -1.70924
H -1.06760 2.29882 -0.27510
H 2.99160 2.12246 2.22757
H 1.93281 0.18250 -2.20398
H 0.68923 -1.53523 -2.55609
H 0.33882 -2.98184 -1.46624
H -4.17224 -0.37154 0.03796
H 2.98056 -1.58909 -0.57316
H 1.57376 1.81801 -1.65188
H -2.68614 2.44925 0.54396
H -2.62435 -2.34868 0.12199
H 1.51064 -2.22321 0.34629
H 1.18796 0.24016 3.16135
H 1.92637 -2.93371 -2.35070
H 0.41645 1.67704 2.90078
```

Results
largest force on an atom = 3.769 eV Å⁻¹
HOMO level = -6.20 eV
energy above the lowest of the compared OMol25 structures with the same formula, charge and spin = 0.000 eV
LUMO energy = 0.785 eV
E_tot = -22626.11164 eV
HOMO-LUMO gap = 0.257 hartree

***

Entry from the Open Molecules 2025 dataset: a molecular structure, C43H49BN4O2Pd (ωB97M-V with the def2-TZVPD basis set).

XYZ file:
```
100
C43H49BN4O2Pd ωB97M-V with the def2-TZVPD basis set
Pd 0.27254 -0.84451 0.03906
O -0.19037 -1.23096 -1.86829
O 1.07860 -0.81231 1.98923
N -1.50280 1.74940 0.67214
N 1.00427 -3.67036 -0.73667
N 0.64580 2.22147 -0.06116
N 1.22966 -2.75741 0.11472
C 2.41828 4.56265 1.91318
C 1.53626 0.61676 -3.94620
C -4.87386 0.19721 0.76873
C -2.59488 3.42352 3.92082
C 3.99271 -3.78461 2.31976
C 0.26998 -4.78420 -2.68206
C 0.08674 -7.14652 -4.14693
C -0.40327 -5.96562 -4.68619
C 1.99449 2.19536 2.71511
C 4.33282 2.57629 -0.11505
C 0.76527 -6.01014 -2.14919
C -5.19523 0.35989 2.10538
C 0.74664 2.94625 -3.42807
C 3.94003 -2.75109 3.25070
C -0.75049 -2.40078 -3.80063
C 2.27296 1.81295 -1.82983
C 2.12754 -2.82526 1.14957
C -3.84697 -0.82272 -1.80092
C 2.07357 -1.80059 2.10919
C 3.02887 2.60157 0.37433
C 3.59420 1.80742 -2.25930
C 0.36203 -3.59442 -1.94488
C 0.67178 -7.16719 -2.87201
C -2.75150 1.20502 1.16327
C 1.15760 1.59258 -2.83449
C -3.64497 0.60665 0.26644
C 2.97503 -1.75380 3.14488
C -1.28522 3.06804 0.69223
C 3.09957 -3.82828 1.26953
C -2.10046 2.02848 3.51725
C -0.19933 -2.35453 -2.47649
C 0.01758 3.35370 0.23697
C 0.06996 -0.85879 3.04062
C -0.80840 -3.53848 -4.51808
C 2.01927 2.19468 -0.50643
C -4.28695 0.94041 2.96937
C -0.32132 -4.77498 -3.97697
C 2.84990 3.08415 1.81192
C -3.04721 1.38199 2.52002
C 4.61977 2.18040 -1.40817
C -4.04315 1.68582 -1.94594
C -1.92066 1.16471 4.77258
C -3.37962 0.50992 -1.22280
B -0.29180 1.09183 0.15875
H 4.74425 -4.55584 2.41442
H 1.03933 -8.09743 -2.46252
H 2.96973 5.06625 2.70599
H 2.02453 -0.27569 -3.55225
H 3.85581 3.03037 2.23044
H -4.91860 -0.96638 -1.66728
H 2.61309 5.10949 0.98995
H 1.35829 4.65678 2.16243
H 2.20525 1.08222 -4.67105
H -0.50026 0.06243 2.95536
H -3.65361 -0.84958 -2.87085
H -6.16186 0.04225 2.47248
H 0.01432 -8.06365 -4.71597
H 0.93447 2.21464 2.45110
H -5.60407 -0.24021 0.10221
H 0.64259 0.31002 -4.48734
H -1.04533 1.49182 5.33466
H -0.57370 -1.72617 2.89885
H -3.67395 2.64494 -1.57655
H 3.82167 1.52418 -3.27749
H 0.39918 3.63863 -2.65797
H 2.07326 2.54783 3.74467
H -1.11482 2.14637 3.05467
H 0.28278 1.18188 -2.32150
H -3.33226 -1.66239 -1.33073
H -1.80727 0.10657 4.53087
H 4.65223 -2.71685 4.06293
H -5.12325 1.66611 -1.79196
H -1.11712 -1.46604 -4.19746
H 5.64374 2.17772 -1.75674
H 1.19560 -6.01571 -1.15678
H -1.22438 -3.53325 -5.51708
H -2.04240 3.77138 1.00162
H 0.47210 4.32432 0.11432
H 1.59720 3.41004 -3.92993
H -3.85208 1.63676 -3.01889
H 2.34031 1.16398 2.67713
H 0.56164 -0.90365 4.00942
H 3.13408 -4.61428 0.52757
H -0.85450 -5.96540 -5.66987
H -3.55030 3.34753 4.44123
H -1.88260 3.90252 4.59325
H 2.92821 -0.95384 3.87215
H -2.30182 0.57644 -1.39897
H -4.54319 1.05845 4.01394
H -0.05345 2.82026 -4.15888
H -2.74796 4.07807 3.06169
H 5.14060 2.87833 0.53967
H -2.78070 1.25621 5.43602
```

Results
largest force on an atom = 0.526 eV Å⁻¹
HOMO level (alpha / beta) = -12.25 / -13.70 eV
LUMO energy (alpha / beta) = -5.238 / -8.328 eV
E_tot = -59581.96093 eV
total charge = +2
multiplicity = 5
HOMO-LUMO gap (alpha / beta) = 0.258 / 0.198 hartree

***

Entry from the Open Molecules 2025 dataset: a molecular structure, C3H4N2O in a non-equilibrium geometry (ωB97M-V with the def2-TZVPD basis set).

XYZ file:
```
10
C3H4N2O ωB97M-V with the def2-TZVPD basis set
O 2.05429 -1.01728 0.62541
N 0.79360 -1.16400 0.66750
N 2.27991 0.60306 -0.23725
C 1.04299 0.83613 -0.39759
C -1.41480 -0.19590 0.04375
C 0.08851 -0.23026 0.14566
H -1.81030 0.72044 0.49466
H -1.72160 -0.21446 -1.00803
H 0.58470 1.70677 -0.87571
H -1.89729 -1.04449 0.54160
```

Results
largest force on an atom = 2.821 eV Å⁻¹
HOMO level = -9.99 eV
energy above the lowest of the compared OMol25 structures with the same formula, charge and spin = 3.997 eV
LUMO energy = 0.043 eV
E_tot = -8199.88860 eV
HOMO-LUMO gap = 0.369 hartree

***

Entry from the Open Molecules 2025 dataset: a molecular structure, C14H36Cl3N6O9P3TeW in a non-equilibrium geometry (ωB97M-V with the def2-TZVPD basis set).

XYZ file:
```
73
C14H36Cl3N6O9P3TeW ωB97M-V with the def2-TZVPD basis set
W 0.16336 1.12778 0.26374
Te 0.19239 3.71301 0.92535
Cl -1.60575 1.55502 5.84895
Cl -0.17396 3.21074 4.01072
Cl -2.32341 -0.49966 3.53484
P 3.02172 0.31968 0.75007
P 1.09230 3.12836 -1.58598
P 1.38942 -1.44853 2.24921
O 1.45400 1.68564 -1.06880
O -0.44311 2.67215 -1.99515
O 1.91632 1.27127 1.34162
O 0.50495 -0.74463 1.21086
O 2.75939 -0.55844 -0.40685
O 1.06417 -0.91551 3.70218
O 1.74144 3.36431 -2.95547
O 1.41856 -2.93211 2.11680
O 4.35015 1.12971 0.47496
N -0.03521 -0.36010 -1.42452
N 3.91226 -2.11453 1.52999
N -2.36585 2.02717 -0.00729
N -0.23449 -3.14405 -0.69487
N -2.44685 -0.82934 -0.41837
N -0.91876 1.13262 1.99334
C -1.07963 1.80015 4.28245
C -3.59003 -0.15349 0.17437
C 2.16042 2.32577 -3.92712
C -2.47916 -0.78519 -1.87256
C -2.43036 -2.23033 0.12282
C -1.19679 3.67990 -2.74456
C -3.64508 1.30645 -0.22502
C -2.24365 3.01064 -3.59206
C 3.20144 -0.88444 2.08627
C 3.48286 1.69643 -3.55550
C -1.68954 -3.32735 -0.63062
C -1.30181 0.92539 3.15934
C -1.08532 -0.46169 -2.45226
C 3.81775 -0.39658 3.39273
H -4.44911 1.78193 0.33403
H -1.64268 4.38428 -2.03402
H -3.49341 -0.24816 1.25656
H -0.50642 4.23644 -3.37606
H -0.80307 -1.23058 -3.16638
H 3.77195 0.98521 -4.33377
H -1.95767 -4.25324 -0.11785
H -1.10968 0.48885 -2.96722
H 3.41990 1.16642 -2.60573
H 0.17541 -3.25526 0.22474
H -3.15645 -0.01514 -2.22649
H 0.17963 -3.84903 -1.29033
H -4.53801 -0.62039 -0.11884
H 4.86602 -0.12214 3.24772
H 3.26087 -2.90297 1.68730
H -3.89557 1.39685 -1.27654
H -2.86696 -1.72080 -2.26607
H 4.01839 -2.02556 0.51692
H -2.78604 3.78010 -4.14634
H 2.23316 2.86653 -4.86272
H 1.35872 1.59084 -4.00922
H 3.75057 -1.15105 4.17824
H 3.28068 0.48362 3.74560
H -3.46472 -2.58627 0.20002
H -2.35935 2.29854 0.95623
H -2.02031 -2.16975 1.12489
H 4.25720 2.46467 -3.48433
H 4.80643 -2.28457 1.96929
H 0.85547 -0.25588 -1.88527
H -2.39613 2.88947 -0.52587
H -2.06015 -3.42317 -1.64709
H -1.78819 2.33581 -4.31941
H -2.96489 2.45315 -2.98797
H 4.51108 1.94643 0.97782
H 0.03603 -1.28846 -1.00484
H 0.42746 -1.45871 4.20521
```

Results
largest force on an atom = 5.354 eV Å⁻¹
HOMO level (alpha / beta) = -13.50 / -13.87 eV
energy above the lowest of the compared OMol25 structures with the same formula, charge and spin = 1.445 eV
LUMO energy (alpha / beta) = -7.371 / -7.527 eV
E_tot = -117014.84594 eV
total charge = +2
multiplicity = 3
HOMO-LUMO gap (alpha / beta) = 0.225 / 0.233 hartree

***

Entry from the Open Molecules 2025 dataset: C5H9NO in the gas phase (ωB97M-V with the def2-TZVPD basis set).

XYZ file:
```
16
C5H9NO ωB97M-V with the def2-TZVPD basis set
O -1.35486 1.08783 -0.49348
N -0.72038 -1.11519 -1.47698
C -0.22146 0.62363 0.39267
C 0.37873 -1.91725 -1.55619
C -0.89566 -0.18834 -0.56063
C -0.58381 0.43122 1.84415
C 1.08815 1.30421 0.08793
H 1.31152 -1.50341 -1.21355
H -1.49652 -0.16377 1.93006
H 0.22262 -2.98630 -1.59150
H 1.91559 0.72596 0.51423
H 1.10933 2.30557 0.53197
H 1.24333 1.38872 -0.99055
H -1.49761 -1.27135 -2.11306
H -0.72484 1.39038 2.34993
H 0.22586 -0.11190 2.34502
```

Results
largest force on an atom = 0.471 eV Å⁻¹
HOMO level (alpha / beta) = -6.35 / -6.68 eV
energy above the lowest of the compared OMol25 structures with the same formula, charge and spin = 4.861 eV
LUMO energy (alpha / beta) = 0.785 / 0.806 eV
E_tot = -8864.35164 eV
HOMO-LUMO gap (alpha / beta) = 0.262 / 0.275 hartree

***

Entry from the Open Molecules 2025 dataset: 2 unconnected molecules or ions with the total composition C11H15N in a non-equilibrium geometry (ωB97M-V with the def2-TZVPD basis set).

XYZ file:
```
27
C11H15N ωB97M-V with the def2-TZVPD basis set
N 1.39957 1.23368 1.67941
C 0.68333 -0.32849 -2.07505
C -0.99687 3.43109 -0.02479
C -0.04900 0.73596 -1.54873
C -0.81999 -2.34774 0.59878
C 2.01991 -0.45365 -0.03056
C 1.66525 -0.94133 -1.31518
C 0.63747 2.30402 1.67389
C 0.33602 1.24707 -0.31119
C -1.80773 -3.36641 0.03240
C 1.31803 0.58834 0.44339
C -0.03965 2.40663 0.45120
H 0.64673 2.90799 2.57395
H 0.09290 -2.20371 0.04219
H -2.04909 -3.12889 -0.98592
H -1.38097 -4.35762 0.06903
H 1.95693 0.84871 2.42489
H 0.44266 -0.78896 -3.03296
H -1.16593 3.29130 -1.08443
H -0.61234 4.44899 0.11889
H -0.81334 1.25283 -2.08395
H 2.70827 -1.02547 0.58486
H -2.68273 -3.40077 0.64810
H -0.45892 -2.60518 1.60150
H 2.16918 -1.82932 -1.66596
H -1.29671 -1.36686 0.67470
H -1.90300 3.44779 0.54152
```

Results
largest force on an atom = 1.764 eV Å⁻¹
HOMO level (alpha / beta) = -12.95 / -13.57 eV
energy above the lowest of the compared OMol25 structures with the same formula, charge and spin = 0.192 eV
LUMO energy (alpha / beta) = -3.688 / -6.911 eV
E_tot = -13133.01476 eV
total charge = +1
multiplicity = 2
HOMO-LUMO gap (alpha / beta) = 0.340 / 0.245 hartree

***

Entry from the Open Molecules 2025 dataset: 2 unconnected molecules or ions with the total composition C21H18Cl in a non-equilibrium geometry (ωB97M-V with the def2-TZVPD basis set).

XYZ file:
```
40
C21H18Cl ωB97M-V with the def2-TZVPD basis set
Cl -2.61168 -4.03813 -0.17678
C -5.14098 5.93831 2.07326
C -2.39383 -1.53712 -1.16383
C -1.60111 3.91262 1.37162
C -4.95738 4.57611 1.88315
C -5.72625 1.91776 -0.52650
C -2.20997 -0.16546 -1.03545
C -2.04151 0.43358 0.24611
C -5.35497 3.78666 0.80852
C -5.06304 2.38516 0.63374
C -6.66748 5.46500 -0.62862
C -6.17445 4.19432 -0.33955
C -1.85551 2.80845 -0.75358
C -1.97273 1.85847 0.39977
C -1.68301 4.22449 -0.09413
C -1.93935 -0.42634 1.37448
C -2.11521 -1.79984 1.24399
C -5.81426 6.86241 1.27643
C -1.72897 2.55239 1.60976
C -6.38891 3.01474 -1.12892
C -2.36096 -2.35430 -0.02225
C -6.49566 6.64516 0.08055
H -0.77387 4.71017 -0.47836
H -1.71908 0.00033 2.35455
H -2.54042 4.86869 -0.34613
H -1.48146 4.68686 2.12717
H -2.06389 -2.44902 2.11408
H -4.54801 1.78236 1.37679
H -4.40886 4.05176 2.67121
H -4.69538 6.34211 2.98862
H -6.98835 3.00143 -2.03816
H -1.66476 2.06973 2.58685
H -2.20339 0.46664 -1.92663
H -2.72838 2.76999 -1.41878
H -5.73447 0.88927 -0.88281
H -6.96757 7.52883 -0.36255
H -7.27011 5.54033 -1.54041
H -2.56078 -1.98329 -2.14078
H -5.81702 7.89392 1.64467
H -0.96748 2.57356 -1.36741
```

Results
largest force on an atom = 1.435 eV Å⁻¹
HOMO level = -10.19 eV
LUMO energy = -5.500 eV
E_tot = -34583.01382 eV
total charge = +1
HOMO-LUMO gap = 0.172 hartree